Record 1
24
Properties=species:S:1:pos:R:3 method="wB97M-V/def2-TZVPD" lumo_energy_ev=3.362 homo_ha=-0.150 total_charge=-1 orbital_gap_ev=7.446 max_force_ha_per_bohr=0.129
C 0.571 -2.314 0.030
C 0.112 -0.989 0.584
C -0.331 -0.900 1.813
C -0.849 0.241 2.426
C -0.827 1.392 1.751
C -0.177 1.615 0.416
C 1.284 2.129 0.404
C -0.065 0.376 -0.397
N 0.100 0.361 -1.695
O 0.058 1.542 -2.170
O 0.251 -0.653 -2.496
C -1.111 -1.473 -2.974
O -0.829 -2.129 -3.917
O -2.050 -1.189 -2.311
H 0.994 -2.999 0.761
H 1.379 -2.110 -0.794
H -0.384 -2.728 -0.575
H -0.119 -1.749 2.413
H -1.230 0.193 3.499
H -0.828 2.276 2.345
H -0.860 2.250 -0.147
H 1.645 2.661 1.289
H 1.337 2.890 -0.466
H 1.929 1.306 0.210

Record 2
27
Properties=species:S:1:pos:R:3 method="wB97M-V/def2-TZVPD" lumo_energy_ev="-6.237 / -5.954" homo_ha="-0.396 / -0.401" total_charge=+1 orbital_gap_ev="4.547 / 4.949" max_force_ha_per_bohr=0.102
O 2.720 2.873 0.351
C 3.442 2.004 0.148
Sr -0.105 -1.379 1.170
O -0.247 1.908 -0.717
C -0.051 0.964 -0.083
C -1.279 -1.311 -1.204
O -1.667 -1.064 -2.259
C 1.412 -1.660 -1.991
O 1.728 -2.595 -2.646
C 1.547 -0.543 -1.326
O 2.211 0.478 -1.260
H -0.062 -2.078 2.863
C -4.504 1.115 4.258
N -3.538 0.863 3.188
C -3.385 1.865 2.136
C -2.787 -0.233 3.116
C -2.916 -1.302 4.148
O -1.943 -0.335 2.154
H -5.010 2.052 4.015
H -4.008 1.207 5.232
H -5.240 0.305 4.317
H -2.351 2.241 2.096
H -3.634 1.442 1.151
H -4.072 2.679 2.376
H -2.840 -2.285 3.674
H -2.096 -1.230 4.876
H -3.867 -1.255 4.694

Record 3
22
Properties=species:S:1:pos:R:3 method="wB97M-V/def2-TZVPD" lumo_energy_ev=-0.151 homo_ha=-0.308 orbital_gap_ev=8.241 max_force_ha_per_bohr=0.078 smiles="CC1=c2ccccc2=P(CO)=N1"
C -0.121 2.828 -0.795
C -0.193 1.361 -0.830
C 0.759 0.299 -0.524
C 2.118 0.399 -0.067
C 2.776 -0.714 0.306
C 2.113 -1.948 0.418
C 0.815 -2.112 -0.075
C 0.158 -0.978 -0.441
P -1.488 -0.766 -1.254
C -2.820 -0.788 0.497
O -2.812 -1.144 1.939
N -1.405 0.898 -1.139
H 0.877 3.216 -1.111
H -0.362 3.245 0.215
H -0.835 3.334 -1.548
H 2.627 1.338 -0.057
H 3.743 -0.773 0.780
H 2.573 -2.779 0.771
H 0.367 -3.085 -0.058
H -3.107 0.273 0.504
H -3.481 -1.573 0.076
H -2.302 -0.531 2.394

Record 4
21
Properties=species:S:1:pos:R:3 method="wB97M-V/def2-TZVPD" lumo_energy_ev=0.171 homo_ha=-0.342 orbital_gap_ev=9.476 max_force_ha_per_bohr=0.098
C -0.336 -1.483 -1.086
C 0.748 -1.572 1.018
C -0.675 -2.788 -0.903
C 0.328 -2.887 1.078
C 0.388 -0.814 -0.099
C 1.488 1.550 -0.438
C -1.286 1.320 0.227
C 0.664 0.598 -0.139
C 1.139 3.059 -0.271
N -0.336 -3.519 0.138
P -2.443 0.120 0.278
H -0.826 -0.881 -1.808
H 1.154 -0.998 1.809
H -1.432 -3.225 -1.561
H 0.537 -3.582 1.988
H 2.589 1.491 -0.529
H -1.530 2.440 0.336
H 0.549 3.098 0.685
H 0.593 3.530 -1.103
H 2.202 3.455 -0.143
H -3.516 1.088 0.524

Record 5
23
Properties=species:S:1:pos:R:3 method="wB97M-V/def2-TZVPD" s2=0.7554 lumo_energy_ev="-0.065 / -0.205" homo_ha="-0.160 / -0.307" orbital_gap_ev="4.278 / 8.155" max_force_ha_per_bohr=0.006 multiplicity=2
Na -1.487 0.396 0.464
C 1.986 -5.387 -3.051
C 1.527 -4.550 -1.890
C 2.440 -3.886 -1.080
C 2.013 -3.113 -0.007
C 0.659 -3.028 0.260
C -0.279 -3.667 -0.540
C 0.166 -4.423 -1.610
S 0.121 -2.043 1.645
C -0.083 -3.369 2.828
O -1.290 -1.599 1.326
H 3.056 -5.277 -3.222
H 1.464 -5.107 -3.967
H 1.782 -6.444 -2.869
H 3.499 -3.953 -1.295
H 2.734 -2.574 0.594
H -1.335 -3.558 -0.332
H -0.558 -4.922 -2.244
H -0.783 -4.112 2.448
H -0.460 -2.934 3.752
H 0.894 -3.818 3.007
S 0.695 3.125 1.458
C 0.396 1.757 0.714

Record 6
21
Properties=species:S:1:pos:R:3 method="wB97M-V/def2-TZVPD" lumo_energy_ev="-0.394 / -0.144" homo_ha="-0.284 / -0.283" orbital_gap_ev="7.325 / 7.564" max_force_ha_per_bohr=0.086 smiles="COC1=C=C=CC[C@H]1C(C)=O"
C -2.540 -1.328 -0.650
O -1.667 -0.399 -0.017
C -0.369 -0.781 0.107
C 0.393 -1.654 -1.171
C 1.667 -1.693 -0.860
C 2.490 -1.358 0.136
C 2.029 -0.153 0.849
C 0.503 0.256 0.739
C 0.491 1.498 -0.149
C -0.811 2.252 -0.117
O 1.413 1.865 -0.852
H -3.088 -1.763 0.108
H -1.995 -2.224 -1.076
H -3.083 -0.719 -1.282
H 3.279 -1.893 0.542
H 2.249 -0.449 1.929
H 2.509 0.782 0.523
H 0.015 0.399 1.686
H -1.262 2.684 -1.102
H -0.645 3.112 0.539
H -1.576 1.566 0.116

Energy above the lowest of the compared OMol25 structures with the same formula, charge and spin (computed, kcal/mol): 106.17, 65.06, 46.94, 79.72, 0.00, 180.35